ORCA calculation (ωB97M-V with the def2-TZVPD basis set) on 6 unconnected molecules or ions with the total composition C22H56BN2O8 at a distorted geometry.

Computed properties:
Charge: -1
Gap between HOMO and LUMO in eV: 4.54
LUMO level in eV: 2.43

Atoms and positions in Å:
O: 5.589601 -7.635829 -1.005616
O: 1.827570 -5.287976 -1.907276
O: -1.681745 -2.350919 -2.418467
O: 0.275969 8.176153 0.300251
O: -2.110227 -3.095469 -0.233920
O: 0.300271 1.820159 0.438215
O: -4.528607 0.009448 3.394109
O: -2.725240 3.709200 1.382918
N: 0.754475 -0.969021 -1.281831
N: -1.134646 0.067768 -0.069475
C: -0.542800 1.723909 -1.785574
C: 4.247533 -0.679795 -0.114657
C: -1.826798 4.201368 3.575165
C: 1.697685 -5.392927 -4.321809
C: -1.581538 5.822327 1.664991
C: -0.043188 10.471347 -0.409432
C: 2.015869 -1.619122 -0.941829
C: 2.174801 -6.068880 -3.045211
C: -6.652609 1.164654 3.251318
C: 4.424166 -5.797536 0.066423
C: 1.626830 -7.481992 -2.916192
C: -1.549885 8.634258 -1.231959
C: -0.372644 -1.236267 -0.392365
C: -2.456818 4.757235 2.306502
C: -1.531097 0.085845 1.340958
C: -0.370934 1.205116 -0.373672
C: -6.186725 -0.899625 1.885577
C: -0.702051 9.140594 -0.075532
C: -5.922996 -0.170487 3.194995
C: 6.415361 -6.897295 1.150774
C: 3.253447 -0.757924 -1.274531
C: 5.753556 -6.493385 -0.157480
B: -1.389249 -2.217746 -1.031759
H: 3.967156 -5.512906 -0.877518
H: 2.114980 -2.590499 -1.447495
H: -2.327852 9.352953 -1.494800
H: 4.540778 -4.899858 0.675123
H: 3.266850 -6.106265 -3.039301
H: 6.423989 -5.832150 -0.710505
H: -0.082819 2.708366 -1.872518
H: -7.731021 1.033373 3.141453
H: -1.605515 1.790031 -2.019387
H: -0.090101 1.027202 -2.490786
H: -2.466893 -0.464966 1.455593
H: 5.773604 -7.596520 1.695137
H: 4.788643 -1.624838 -0.011213
H: 1.989390 -7.945858 -1.998511
H: 6.586951 -6.028761 1.788033
H: -4.186537 0.542171 2.664314
H: 1.925557 -8.102201 -3.763089
H: -6.301572 1.815484 2.445877
H: -5.823221 -0.303190 1.044555
H: 0.606734 -5.312159 -4.319084
H: 7.370355 -7.389828 0.964488
H: 4.990902 -8.242014 -0.555193
H: 0.848738 8.025443 -0.460260
H: 2.919072 0.239445 -1.562703
H: 3.726013 -6.467171 0.578314
H: -6.248395 -0.795737 4.030457
H: 1.995965 -5.958609 -5.206366
H: -2.022130 7.686110 -0.979384
H: -2.470865 3.442125 4.020027
H: -1.398035 6.659640 2.340718
H: -6.455143 1.666429 4.199140
H: 4.991034 0.105777 -0.267022
H: -0.773696 -0.419363 1.951186
H: 1.974939 -1.794824 0.133154
H: 0.530702 -1.176064 -2.256715
H: -3.436725 5.181560 2.542696
H: 0.553591 10.823778 0.431939
H: -1.328009 9.260078 0.811468
H: -0.908881 -2.654066 -2.896549
H: 2.109483 -4.386203 -4.393874
H: 0.621541 10.354965 -1.270350
H: 3.783892 -1.205009 -2.123249
H: -0.786736 11.231673 -0.654231
H: -1.592785 -3.160951 0.578095
H: 3.724507 -0.497102 0.825443
H: -0.868234 3.731489 3.339453
H: -2.049601 6.202665 0.757326
H: -7.253395 -1.083386 1.740932
H: 0.865380 -5.223904 -1.867343
H: -1.880250 3.294222 1.156140
H: -0.923015 8.472243 -2.113765
H: -1.633050 1.115395 1.689178
H: -5.659363 -1.852953 1.867606
H: 0.534067 -7.459093 -2.875556
H: -0.615192 5.396102 1.385544
H: -1.653116 4.990548 4.309771

Cartesian forces (eV/Å) of the 6 atoms listed first:
O 0.072 0.009 -0.016
O -0.007 -0.085 -0.066
O 0.017 -0.403 0.173
O 0.002 0.084 0.013
O -0.016 -0.275 -0.207
O -0.267 0.382 0.222